45
Properties=species:S:1:pos:R:3:forces:R:3:nbo_charge:R:1 method="wB97M-V/def2-TZVPD" smiles="COC(=O)c1cnc(Nc2cnc(C#N)c(O[C@@H]3CCNC3)n2)cc1SC" relative_energy_kj_mol=142.0 e_homo_ev=-8.74 e_tot_ev=-43838.21847 multiplicity=1 gap_ev=8.1166
H 6.30767 1.76100 4.24923 -0.2 -0.2 -0.4 0.200
H 0.07201 0.68600 -2.22311 -0.2 0.0 -0.3 0.210
H 6.11793 1.46266 2.47281 0.1 0.3 0.2 0.183
H -1.44441 -1.61266 -3.99394 0.3 -0.2 -0.2 0.212
C 0.55422 1.05442 -0.18168 -0.3 -0.7 1.1 0.363
C 3.49121 0.34914 3.20055 -0.1 0.0 0.6 -0.250
C 3.04994 1.30419 -1.06504 -0.9 0.3 0.2 -0.066
H -6.94877 -3.25115 -2.19648 -0.4 -0.7 0.0 0.198
S -2.67515 -3.06791 -2.48401 0.0 0.1 -1.4 0.234
H 4.08293 2.72465 4.39505 0.3 -0.1 -0.6 0.214
N -0.68852 0.84127 0.35786 -0.1 -0.2 -0.4 -0.572
C 5.59513 1.51992 3.43932 0.5 -1.0 0.2 -0.227
H -3.10924 -1.17706 -4.08796 -0.6 0.0 0.3 0.225
H -6.99528 -2.33017 -3.71229 0.2 0.0 -0.6 0.196
O -5.92089 -2.28571 -0.07268 0.6 0.0 -3.0 -0.588
H 2.38355 2.21087 2.79062 0.3 -0.2 -0.2 0.210
C -1.70139 -0.01724 -0.04069 -0.7 0.1 -0.3 0.393
N 4.89416 0.25171 3.69578 -0.4 -0.3 0.1 -0.639
C -6.88483 -2.28105 -2.64964 -0.8 0.1 1.0 -0.257
C 0.85045 0.90122 -1.51724 1.2 0.1 -1.4 -0.080
H 3.23030 -0.40616 2.44916 0.2 0.1 0.1 0.202
H -2.58278 -2.65095 -4.94105 0.2 0.3 0.9 0.237
C -1.60092 -1.05738 -0.97561 0.0 0.2 0.3 -0.318
O 3.71672 1.78318 1.24420 -1.3 -0.4 -2.7 -0.487
C -3.94182 -0.41898 0.30116 0.8 -0.7 -1.0 0.123
N 1.45519 1.35502 0.74099 2.2 0.4 -0.5 -0.480
C 4.48316 2.50519 3.38023 -0.9 0.5 0.2 -0.424
N -2.85423 0.27007 0.57495 0.0 0.1 0.4 -0.448
N 5.48517 1.58839 -1.88526 -1.3 0.0 0.5 -0.278
C 4.39220 1.49556 -1.50813 1.6 -0.2 -0.7 0.260
H -0.68415 -1.36958 -1.42949 0.5 0.1 -0.1 0.234
C 2.72268 1.49094 0.31120 -0.1 0.1 1.3 0.550
H -0.80732 1.22691 1.27676 -0.2 0.1 0.2 0.428
C -2.44607 -2.02572 -4.02875 0.3 -0.7 0.1 -0.707
C -2.73943 -1.76875 -1.31405 -0.5 0.9 0.8 -0.088
O -5.60523 -1.77099 -2.32782 1.1 0.0 1.2 -0.496
H 5.40411 -0.54421 3.33306 -0.3 0.1 0.0 0.369
C 3.36968 1.75724 2.61441 -0.1 0.6 1.3 0.075
C -5.19263 -1.95667 -1.03570 -4.6 -0.6 1.9 0.767
H -7.70620 -1.67126 -2.23287 0.5 -0.1 -0.1 0.190
C -3.93985 -1.44552 -0.66568 2.9 1.4 -0.5 -0.231
H -4.86924 -0.13831 0.76706 -0.1 0.0 0.3 0.217
N 2.09964 1.03222 -1.99976 -0.2 0.2 2.0 -0.275
H 2.75841 0.24544 4.04885 0.7 0.0 -0.7 0.192
H 4.82190 3.43021 2.92567 -0.3 0.2 -0.2 0.229